# C17H16MoN5O5

A molecular structure, C17H16MoN5O5 (the ωB97M-V functional and the def2-TZVPD basis, the Open Molecules 2025 dataset).

Structure (XYZ):
```
44
Properties=species:S:1:pos:R:3:forces:R:3:nbo_charge:R:1
Mo 0.13568 -0.27816 -0.02103 -0.28 -0.12 0.03 1.686
O 3.64430 1.85739 -1.39003 0.00 -0.03 -0.03 -0.670
C 3.82729 2.79603 -0.43092 -0.03 0.06 0.05 0.434
C 4.88499 3.69670 -0.49551 0.03 0.01 -0.01 -0.317
C 5.02631 4.68239 0.46235 0.00 -0.03 -0.02 -0.130
C 4.10900 4.79791 1.50187 -0.02 0.01 0.03 -0.247
C 3.05764 3.91088 1.57168 0.02 0.00 0.01 -0.112
C 2.90186 2.89411 0.62150 0.06 -0.06 -0.08 -0.267
C 1.77621 1.97031 0.75672 -0.18 -0.02 0.11 0.614
O 1.83820 0.79165 0.20202 -0.14 -0.09 -0.12 -0.659
N 0.71486 2.33443 1.44749 0.18 0.11 0.03 -0.417
N -0.12773 1.25996 1.51276 0.15 -0.13 -0.01 -0.279
C -1.02887 1.21853 2.42002 0.01 0.10 -0.07 0.110
C -1.77722 -0.01968 2.49643 -0.05 -0.18 0.05 0.136
C -2.74661 -0.26076 3.44967 0.03 0.11 0.02 -0.200
C -3.32496 -1.52032 3.51311 0.00 -0.09 -0.04 -0.112
C -2.90448 -2.49032 2.62255 -0.03 0.04 0.05 -0.226
C -1.93908 -2.17128 1.67969 0.01 0.03 -0.08 0.097
N -1.38095 -0.96040 1.60590 -0.11 0.08 -0.17 -0.486
H 4.33016 1.93573 -2.06410 0.00 0.01 0.01 0.497
H 5.59536 3.61850 -1.31042 0.00 0.01 0.00 0.223
H 5.85923 5.36939 0.39507 0.00 0.00 0.00 0.231
H 4.22241 5.56972 2.24943 0.00 0.00 0.00 0.232
H 2.33618 3.97229 2.37394 0.01 0.01 0.01 0.235
H -1.15515 2.03382 3.12312 0.00 0.01 -0.01 0.233
H -3.02980 0.52412 4.13738 0.01 0.00 0.00 0.244
H -4.08246 -1.73929 4.25317 0.00 0.00 0.00 0.246
H -3.31078 -3.49086 2.64240 0.00 0.00 0.00 0.252
H -1.59393 -2.89523 0.95665 0.00 -0.01 0.01 0.260
N -0.49900 1.45093 -1.20388 0.01 0.08 0.03 -0.764
C 0.50083 1.73775 -2.27661 0.00 -0.05 -0.01 -0.324
C 1.09500 0.42911 -2.76553 0.00 0.05 0.00 0.664
O 1.60840 0.33241 -3.85736 0.02 -0.01 -0.01 -0.576
N 0.93348 -0.58346 -1.87116 -0.18 -0.03 -0.09 -0.631
C 1.16777 -1.93437 -2.33590 0.00 0.02 0.04 -0.353
C 0.39030 -2.84624 -1.41438 0.35 -0.09 -0.21 0.795
O 0.35464 -4.03311 -1.44585 -0.16 0.05 0.00 -0.509
O -0.25319 -2.12184 -0.45026 0.29 0.13 0.44 -0.733
H -1.39567 1.24259 -1.63854 0.01 -0.02 0.01 0.411
H -0.63541 2.28563 -0.63634 0.00 -0.02 0.01 0.422
H 1.29511 2.35847 -1.86813 -0.01 0.00 0.01 0.250
H 0.03666 2.25697 -3.11220 0.00 0.01 0.00 0.240
H 2.22114 -2.22309 -2.29873 0.01 0.02 0.01 0.246
H 0.83813 -2.06922 -3.36773 0.00 0.01 0.00 0.256
```
Positions in Å, forces in eV/Å.

Results
2S+1 ... 3
DFT total energy ... -1375.45495 Eh
Gap between HOMO and LUMO (alpha / beta) ... 7.2 / 6.5 eV
Total charge ... +1
HOMO (alpha / beta) ... -11.57 / -11.55 eV
LUMO energy (alpha / beta) ... -0.16194 / -0.18515 hartree

***

# C6H13NO3

A molecular structure, C6H13NO3 in a non-equilibrium geometry (the ωB97M-V functional and the def2-TZVPD basis, the Open Molecules 2025 dataset).

Structure (XYZ):
```
23
Properties=species:S:1:pos:R:3:forces:R:3:nbo_charge:R:1
C -3.29962 -0.54066 -0.13254 -0.16 -0.04 -0.04 -0.606
C -1.88978 -0.21229 0.35476 0.03 -0.02 0.15 -0.260
C -0.91335 -1.30426 -0.08389 -0.08 -0.14 -0.11 -0.224
N 0.39046 -1.18798 0.59200 -0.41 0.07 0.32 -0.675
C 1.63331 -0.06707 -0.18502 2.18 0.34 -1.86 0.723
O 2.26484 -0.71795 -1.06123 -1.03 0.14 1.00 -0.769
C 0.81114 1.12737 -0.68628 -0.10 -0.42 -0.18 -0.149
O -0.17937 1.57115 0.20334 -0.35 0.23 0.30 -0.536
C -1.50096 1.19007 -0.11811 0.00 0.08 -0.11 -0.052
H -3.32536 -0.62607 -1.22939 0.00 0.02 0.26 0.210
H -3.65181 -1.49043 0.29235 0.06 0.24 -0.12 0.215
H -4.00821 0.24672 0.16066 0.17 -0.21 -0.08 0.219
H -1.89583 -0.20505 1.45823 0.01 0.02 -0.19 0.196
H -1.35268 -2.28470 0.14763 0.03 0.19 -0.11 0.198
H -0.73172 -1.26543 -1.16834 -0.03 -0.03 0.21 0.215
H 0.88490 -2.07885 0.58300 0.07 0.26 -0.06 0.406
H 1.52699 1.94437 -0.86333 -0.16 -0.30 0.17 0.215
H 0.37884 0.84426 -1.65750 0.09 0.03 0.20 0.180
H -1.65390 1.26831 -1.20992 -0.01 -0.05 0.20 0.164
H -2.16089 1.92414 0.36503 0.13 -0.17 -0.12 0.194
O 2.35357 0.31688 0.94892 -0.60 -0.14 0.56 -0.746
H 0.26924 -0.87788 1.55554 0.09 -0.08 -0.12 0.400
H 3.10601 -0.28375 1.01001 0.07 -0.03 -0.25 0.483
```
Positions in Å, forces in eV/Å.

Results
2S+1 ... 1
DFT total energy ... -516.86711 Eh
Gap between HOMO and LUMO ... 9.4 eV
Total charge ... 0
HOMO ... -8.72 eV
LUMO energy ... 0.02600 hartree

***

# C4H14N3

2 unconnected molecules or ions with the total composition C4H14N3 (the ωB97M-V functional and the def2-TZVPD basis, the Open Molecules 2025 dataset).

Structure (XYZ):
```
21
Properties=species:S:1:pos:R:3:forces:R:3:nbo_charge:R:1
N -0.92328 1.19077 -0.57972 0.10 -0.08 0.09 -0.732
C -0.42601 2.36940 0.24873 0.07 0.37 0.13 -0.057
N -1.43034 3.06290 0.95427 -0.26 -0.15 -0.28 -0.808
H -1.29940 0.47566 0.04081 -0.06 -0.07 0.02 0.424
H -1.68231 1.49810 -1.18278 0.02 -0.04 -0.19 0.423
H 0.30030 1.96798 0.94427 0.18 -0.19 0.01 0.212
H 0.07613 3.04318 -0.44424 0.00 -0.09 0.00 0.217
H -2.05303 3.60450 0.37068 0.01 0.08 0.11 0.382
H -1.94915 2.51124 1.62323 0.07 0.10 0.12 0.381
C 0.61514 -2.88652 1.27261 0.02 -0.20 0.21 -0.644
C 1.05394 -1.78206 0.37301 -0.08 -0.05 0.08 -0.210
C 0.58538 -1.56485 -0.84367 0.09 0.41 -0.38 -0.070
N 0.99922 -0.45809 -1.67934 0.40 -0.32 0.17 -0.861
H -0.23717 -3.43315 0.87736 -0.07 0.01 -0.10 0.221
H 1.42316 -3.60646 1.42374 0.01 0.07 -0.03 0.239
H 0.34939 -2.51725 2.26415 -0.01 0.05 -0.02 0.226
H 1.84457 -1.13568 0.73889 0.12 0.06 0.05 0.198
H -0.18656 -2.16219 -1.30748 -0.07 -0.20 0.08 0.205
H 1.87804 -0.07886 -1.32888 -0.04 -0.05 -0.02 0.384
H 1.21056 -0.80088 -2.61612 -0.26 0.24 0.05 0.404
H -0.14861 0.70227 -1.14954 -0.24 0.05 -0.09 0.465
```
Positions in Å, forces in eV/Å.

Results
2S+1 ... 1
DFT total energy ... -324.82519 Eh
Gap between HOMO and LUMO ... 9.8 eV
Total charge ... +1
HOMO ... -12.77 eV
LUMO energy ... -0.11073 hartree

***

# C3H5CsO3

A molecular structure, C3H5CsO3 in a non-equilibrium geometry (the ωB97M-V functional and the def2-TZVPD basis, the Open Molecules 2025 dataset).

Structure (XYZ):
```
12
Properties=species:S:1:pos:R:3:forces:R:3:nbo_charge:R:1
H -3.57114 1.23162 0.21309 -0.18 0.41 -0.13 0.462
O -0.93002 0.45462 1.16164 -0.91 -0.32 -0.25 -0.600
C -2.05206 0.01846 1.18528 1.87 0.75 1.34 0.724
C -4.85748 -0.29836 0.20826 1.85 1.94 0.90 -0.109
O -2.50685 -0.95426 0.47162 -0.57 -1.14 -1.28 -0.516
O -4.24583 0.97266 0.84732 -2.17 -1.76 -1.25 -0.694
C -3.89242 -1.36510 0.64980 0.21 -0.53 0.49 -0.095
H -4.83937 -0.19728 -0.88670 -0.34 0.13 0.41 0.193
H -5.85286 -0.51287 0.62546 0.39 0.51 -0.27 0.222
H -3.99447 -2.26862 0.03898 0.08 0.10 0.34 0.213
H -4.01800 -1.57354 1.71967 -0.07 -0.11 -0.34 0.203
Cs 3.65154 0.42493 0.54598 -0.16 0.01 0.03 0.997
```
Positions in Å, forces in eV/Å.

Results
2S+1 ... 2
DFT total energy ... -362.87634 Eh
Gap between HOMO and LUMO (alpha / beta) ... 6.8 / 9.3 eV
Total charge ... +1
HOMO (alpha / beta) ... -10.61 / -13.17 eV
LUMO energy (alpha / beta) ... -0.14126 / -0.14205 hartree

***

> Which value of 2S+1 does entry 3 give?

1